1.
85
Properties=species:S:1:pos:R:3:mulliken_charge:R:1 method="wB97M-V/def2-TZVPD" total_charge=+1 lumo_ev=-3.6 energy_ev=-105389.4653 e_homo_ev=-9.7
Pd -0.116 0.771 0.809 0.458
F 0.735 -3.522 -3.432 -0.327
C 1.219 -2.679 -2.526 0.223
C 0.893 -1.336 -2.629 -0.757
C 1.384 -0.462 -1.681 -0.082
C 2.204 -0.953 -0.667 0.908
C 2.524 -2.305 -0.574 -0.791
C 2.021 -3.184 -1.515 -0.770
Sb 3.057 0.344 0.702 1.895
C 4.948 -0.413 1.126 0.386
C 5.561 -0.170 2.352 -0.363
C 6.848 -0.619 2.582 -0.670
C 7.499 -1.303 1.570 0.290
F 8.739 -1.738 1.789 -0.304
C 6.915 -1.551 0.340 -0.770
C 5.627 -1.098 0.122 -0.352
C 3.177 2.345 0.209 0.333
C 3.412 3.262 1.230 -0.596
C 3.601 4.592 0.914 -0.616
C 3.547 4.969 -0.417 0.450
F 3.724 6.251 -0.722 -0.369
C 3.307 4.072 -1.443 -0.703
C 3.123 2.739 -1.122 -0.550
H 0.243 -0.998 -3.423 0.540
H 1.075 0.577 -1.705 -0.115
H 3.159 -2.681 0.218 0.568
H 2.233 -4.242 -1.476 0.489
H 5.041 0.369 3.131 0.166
H 7.351 -0.449 3.523 0.483
H 7.467 -2.087 -0.418 0.468
H 5.160 -1.289 -0.836 0.441
H 3.428 2.954 2.267 0.505
H 3.778 5.337 1.676 0.453
H 3.274 4.420 -2.465 0.493
H 2.942 2.026 -1.915 0.537
F -1.741 -0.630 -0.926 -0.265
C -1.153 -0.795 0.269 -0.130
F -0.437 -1.938 0.208 -0.248
H -1.923 -0.942 1.039 0.399
O 0.367 -0.269 2.555 -0.748
C 1.391 -0.052 3.190 0.825
O 2.507 0.363 2.611 -0.326
C 1.457 -0.245 4.634 0.292
C 2.638 -0.029 5.344 -0.335
C 2.695 -0.199 6.722 -1.084
C 1.530 -0.589 7.342 0.896
O 1.332 -0.826 8.651 -0.475
C -0.059 -1.133 8.804 -0.236
O -0.629 -1.198 7.499 -0.486
C 0.345 -0.808 6.637 0.749
C 0.270 -0.646 5.286 -1.228
H 3.524 0.282 4.816 0.292
H 3.601 -0.034 7.283 0.455
H -0.537 -0.334 9.374 0.268
H -0.158 -2.100 9.295 0.254
H -0.642 -0.812 4.735 0.526
Cl -3.108 3.470 1.588 -0.163
C -3.621 3.095 -0.032 0.860
C -4.000 1.789 -0.304 -0.684
C -4.494 1.442 -1.546 -0.570
C -4.615 2.419 -2.520 -0.694
C -4.214 3.713 -2.246 0.822
Cl -4.365 4.912 -3.499 -0.251
C -3.691 4.101 -1.000 -0.872
N -3.338 5.417 -0.779 -0.033
C -2.295 5.937 0.040 -0.124
C -2.601 7.026 0.848 -0.711
C -1.637 7.616 1.650 -0.628
C -0.352 7.102 1.668 -0.892
C -0.045 6.029 0.856 -0.097
C -0.991 5.448 0.012 0.360
C -0.574 4.341 -0.919 -0.903
C -0.211 3.051 -0.226 2.121
O -0.509 1.936 -0.813 -0.900
O 0.350 3.027 0.911 -1.029
H -3.925 1.055 0.487 0.529
H -4.795 0.425 -1.750 0.431
H -5.013 2.188 -3.498 0.435
H -3.773 6.077 -1.399 0.290
H -3.620 7.389 0.855 0.493
H -1.897 8.462 2.271 0.383
H 0.407 7.543 2.301 0.426
H 0.960 5.624 0.859 0.354
H 0.313 4.644 -1.488 0.472
H -1.339 4.109 -1.655 0.233



2.
81
Properties=species:S:1:pos:R:3:mulliken_charge:R:1 method="wB97M-V/def2-TZVPD" total_charge=+2 lumo_ev=-7.4 energy_ev=-374484.7365 e_homo_ev=-13.5
V -0.694 -0.168 -1.125 -1.661
N -1.362 -0.022 1.922 0.628
P -1.052 1.215 0.791 1.085
C -2.404 2.382 0.996 1.075
C -3.085 2.883 -0.109 -0.019
C -4.076 3.842 0.069 -0.741
C -4.385 4.287 1.343 -0.584
C -3.702 3.785 2.450 -0.871
C -2.706 2.841 2.279 -0.717
C 0.407 2.128 1.271 0.934
C 0.893 3.014 0.306 -0.903
C 1.943 3.861 0.626 -0.776
C 2.499 3.818 1.898 -0.686
C 2.016 2.930 2.851 -0.655
C 0.969 2.079 2.542 -0.199
C -1.794 -1.260 1.465 -0.308
C -2.474 -2.123 2.315 -1.266
C -2.813 -3.375 1.866 -0.454
C -2.468 -3.759 0.570 -1.045
C -1.835 -2.854 -0.231 -0.491
N -1.502 -1.599 0.190 0.854
H -1.765 0.244 2.810 0.423
H -2.845 2.541 -1.105 -0.052
H -4.603 4.237 -0.791 0.493
H -5.154 5.035 1.482 0.422
H -3.942 4.141 3.443 0.444
H -2.153 2.495 3.149 0.314
H 0.441 3.061 -0.680 0.508
H 2.319 4.557 -0.112 0.467
H 3.314 4.484 2.152 0.469
H 2.456 2.903 3.841 0.493
H 0.605 1.376 3.284 0.360
H -2.722 -1.798 3.319 0.531
H -3.344 -4.057 2.519 0.477
H -2.705 -4.741 0.185 0.526
H -1.568 -3.103 -1.244 0.575
Br -4.415 -0.945 -6.731 -0.110
C -3.482 -0.217 -5.289 0.385
C -3.382 1.184 -5.135 0.493
Br -4.183 2.329 -6.374 -0.089
C -2.677 1.728 -4.068 -0.505
Br -2.459 3.565 -3.769 -0.089
C -2.096 0.859 -3.174 0.027
O -1.283 1.188 -2.117 0.801
C -2.204 -0.512 -3.316 0.063
O -1.469 -1.152 -2.363 0.236
C -2.882 -1.074 -4.371 -0.518
Br -2.947 -2.942 -4.460 -0.088
C 1.089 -5.397 1.642 -0.728
C 0.745 -4.374 2.518 -1.050
C 0.826 -3.053 2.104 -0.336
C 1.260 -2.745 0.812 0.767
C 1.566 -3.777 -0.075 -0.941
C 1.488 -5.099 0.347 -0.861
P 1.358 -1.020 0.284 2.703
C 2.736 -0.222 1.172 0.901
C 3.191 -0.680 2.408 -0.732
C 4.287 -0.073 3.011 -0.743
C 4.921 0.996 2.394 -0.832
C 4.456 1.466 1.173 -0.808
C 3.367 0.866 0.563 -0.573
C 1.926 -0.977 -1.418 -0.700
C 3.128 -1.416 -1.979 0.017
C 3.391 -1.066 -3.291 -0.978
C 2.488 -0.280 -4.026 -0.695
C 1.293 0.142 -3.477 -0.763
C 1.024 -0.233 -2.157 1.242
H 1.048 -6.428 1.971 0.451
H 0.416 -4.606 3.524 0.471
H 0.546 -2.262 2.792 0.479
H 1.867 -3.560 -1.093 0.412
H 1.746 -5.896 -0.340 0.476
H 2.723 -1.519 2.900 0.424
H 4.652 -0.450 3.958 0.481
H 5.782 1.460 2.862 0.443
H 4.948 2.302 0.688 0.529
H 3.011 1.249 -0.384 0.524
H 3.841 -1.986 -1.397 0.619
H 4.314 -1.389 -3.756 0.489
H 2.731 0.000 -5.044 0.472
H 0.604 0.739 -4.058 0.587



3.
86
Properties=species:S:1:pos:R:3:mulliken_charge:R:1 method="wB97M-V/def2-TZVPD" total_charge=-2 lumo_ev=4.1 energy_ev=-104331.0444 e_homo_ev=-2.3
Tl -0.344 -0.682 -0.586 1.038
N -0.630 2.798 1.218 -0.210
C -1.374 2.097 2.138 0.397
C -2.726 2.429 2.331 -0.728
C -3.485 1.786 3.287 -0.518
C -2.930 0.789 4.085 -0.889
C -1.598 0.450 3.899 -0.232
C -0.803 1.086 2.947 0.465
P 0.935 0.649 2.588 1.057
C 1.858 1.815 3.670 0.008
C 1.268 2.725 4.543 -0.098
C 2.050 3.585 5.305 -0.614
C 3.433 3.542 5.208 -0.423
C 4.032 2.646 4.331 -0.575
C 3.250 1.800 3.561 -0.558
C 1.190 -0.917 3.506 0.012
C 1.379 -1.003 4.886 -0.263
C 1.570 -2.234 5.497 -0.562
C 1.574 -3.395 4.732 -0.441
C 1.404 -3.320 3.359 -0.672
C 1.224 -2.086 2.746 -0.439
H 0.171 2.316 0.826 -0.071
H -1.168 3.266 0.493 0.212
H -3.160 3.189 1.692 0.467
H -4.528 2.057 3.404 0.354
H -3.528 0.272 4.825 0.374
H -1.165 -0.340 4.499 0.349
H 0.187 2.763 4.618 0.324
H 1.574 4.292 5.974 0.383
H 4.043 4.214 5.800 0.344
H 5.111 2.619 4.233 0.385
H 3.717 1.122 2.855 0.393
H 1.381 -0.096 5.481 0.406
H 1.716 -2.288 6.569 0.372
H 1.722 -4.357 5.209 0.345
H 1.421 -4.216 2.751 0.482
H 1.134 -2.029 1.667 0.180
C -0.104 -3.076 -1.381 -0.595
C -0.255 -4.290 -1.477 -0.488
C -0.376 -5.709 -1.587 0.201
C 0.696 -6.493 -2.044 -0.443
C 0.582 -7.869 -2.151 -0.385
C -0.602 -8.512 -1.807 -0.381
C -1.671 -7.752 -1.352 -0.351
C -1.562 -6.374 -1.243 -0.471
H 1.617 -5.991 -2.308 0.444
H 1.428 -8.448 -2.506 0.338
H -0.688 -9.589 -1.890 0.351
H -2.601 -8.237 -1.077 0.333
H -2.397 -5.784 -0.887 0.401
F 5.638 2.583 -3.312 -0.370
C 4.778 1.795 -2.619 0.765
C 3.722 2.343 -1.914 -0.358
F 3.547 3.678 -1.928 -0.399
C 2.859 1.536 -1.203 0.067
F 1.828 2.125 -0.560 -0.368
C 2.967 0.121 -1.147 0.422
O 2.147 -0.622 -0.526 -0.573
C 4.080 -0.381 -1.875 0.218
F 4.294 -1.714 -1.895 -0.387
C 4.945 0.422 -2.587 0.377
F 5.978 -0.129 -3.265 -0.363
N -6.478 1.329 -5.099 -0.653
C -5.362 1.887 -4.436 1.138
C -5.117 1.581 -3.097 -0.785
C -4.038 2.138 -2.438 -0.486
C -3.194 3.020 -3.102 -0.428
C -3.435 3.336 -4.427 -0.358
C -4.518 2.776 -5.091 -0.616
S -1.749 3.640 -2.263 1.270
O -2.220 4.129 -0.980 -0.828
O -1.156 4.611 -3.163 -0.767
N -0.890 2.366 -1.992 -0.122
C -0.070 1.818 -2.910 0.570
S 0.825 2.678 -4.159 -0.221
C 1.594 1.197 -4.611 -0.453
C 1.160 0.195 -3.819 -0.755
N 0.218 0.536 -2.881 -0.446
H -6.732 0.427 -4.722 0.239
H -6.328 1.246 -6.095 0.233
H -5.769 0.886 -2.578 0.268
H -3.830 1.881 -1.407 0.503
H -2.762 4.017 -4.931 0.459
H -4.702 3.021 -6.132 0.258
H 2.315 1.148 -5.410 0.431
H 1.482 -0.835 -3.869 0.509



4.
88
Properties=species:S:1:pos:R:3:mulliken_charge:R:1 method="wB97M-V/def2-TZVPD" total_charge=0 lumo_ev="-1.0 / -1.1" energy_ev=-82532.2120 e_homo_ev="-7.1 / -7.0"
Hf -0.276 0.997 -0.632 1.269
C -2.405 0.200 -3.887 -0.975
N -0.985 0.445 -3.925 -0.114
C -0.128 -0.399 -4.739 -1.134
C 0.491 -1.492 -3.871 0.278
N 0.036 -1.549 -2.573 -0.096
C 1.984 -2.686 -1.681 3.700
C 1.705 -4.081 -1.130 -1.388
C 2.453 -5.104 -1.581 -0.250
C 3.326 -4.964 -2.713 -0.851
C 3.174 -3.879 -3.533 -1.069
C 2.318 -2.833 -3.152 -0.390
N 1.661 -2.078 -4.084 0.057
C -2.964 0.188 -2.487 0.142
N -2.351 -0.263 -1.396 -0.132
C -3.373 -0.396 -0.437 0.246
C -3.377 -1.007 0.816 -0.591
C -4.565 -1.016 1.518 -0.713
C -5.734 -0.448 1.000 -0.633
C -5.762 0.101 -0.265 -1.187
C -4.570 0.090 -0.975 0.795
N -4.266 0.429 -2.278 0.080
H -2.988 0.904 -4.490 0.484
H -2.590 -0.803 -4.286 0.346
H -0.753 1.423 -3.956 0.257
H -0.669 -0.827 -5.591 0.471
H 0.681 0.212 -5.143 0.423
H 0.998 -4.180 -0.315 0.313
H 2.373 -6.074 -1.104 0.420
H 3.976 -5.779 -2.996 0.386
H 3.620 -3.863 -4.524 0.402
H 2.008 -2.133 -5.032 0.378
H -2.482 -1.460 1.217 0.430
H -4.590 -1.467 2.502 0.454
H -6.637 -0.465 1.595 0.394
H -6.672 0.504 -0.690 0.452
H -4.877 0.911 -2.915 0.338
O -2.613 7.071 2.331 -0.694
C -2.087 6.093 2.868 0.183
O -1.988 5.685 4.034 -0.690
C -1.378 5.103 1.876 0.581
C -0.161 4.508 2.197 -0.894
C 0.368 3.534 1.377 -0.368
N -0.277 3.088 0.293 0.092
C -1.465 3.655 -0.011 0.453
C -2.021 4.685 0.713 -0.726
C -2.118 3.030 -1.202 0.044
O -3.256 3.255 -1.541 -0.698
O -1.307 2.196 -1.828 -0.499
H 0.342 4.792 3.112 0.475
H 1.318 3.060 1.591 0.555
H -2.952 5.136 0.397 0.585
N 4.877 -2.833 7.226 -0.537
C 4.263 -2.452 6.332 -0.136
C 3.487 -1.991 5.222 0.630
C 3.605 -0.676 4.776 -0.990
C 2.844 -0.237 3.706 0.421
C 1.971 -1.106 3.061 -1.100
C 1.865 -2.423 3.507 0.075
C 2.610 -2.868 4.582 -0.918
C 1.121 -0.694 1.908 1.594
C 1.481 -1.153 0.675 -0.164
C 2.818 -1.648 0.387 -1.332
C 3.118 -2.211 -0.785 -1.192
C 0.853 -1.720 -1.507 -0.359
N 0.599 -1.024 -0.430 -0.105
C -0.050 0.076 2.233 -0.375
C -0.498 0.428 3.501 -0.623
C -1.645 1.222 3.336 -1.891
C -1.859 1.325 1.983 -0.909
N -0.907 0.627 1.285 2.365
H 4.292 -0.004 5.272 0.463
H 2.932 0.785 3.359 0.571
H 1.185 -3.096 3.000 0.490
H 2.521 -3.887 4.932 0.457
H 3.583 -1.474 1.132 0.631
H 4.123 -2.518 -1.046 0.473
H -0.743 -0.926 -2.417 -0.074
H -0.039 0.139 4.433 0.726
H -2.245 1.684 4.103 0.517
H -2.648 1.858 1.477 0.598
Cl 2.779 2.865 -3.829 -0.186
C 3.136 2.424 -2.148 -0.755
C 1.995 1.655 -1.510 0.418
O 1.121 1.107 -2.242 -0.563
O 1.905 1.558 -0.264 -0.409
H 3.321 3.330 -1.579 0.439
H 4.034 1.811 -2.146 0.357



5.
91
Properties=species:S:1:pos:R:3:mulliken_charge:R:1 method="wB97M-V/def2-TZVPD" total_charge=0 lumo_ev="0.0 / 0.0" spin_multiplicity=2 s_squared=0.75 energy_ev=-173724.6869 e_homo_ev="-6.9 / -6.9"
Ir -0.035 0.523 -0.774 3.050
O -2.655 -2.661 -0.916 -0.645
S -1.401 -2.099 -0.495 1.357
O -1.520 -0.802 0.244 -0.826
O -0.398 -1.999 -1.545 -0.612
C -0.815 -3.210 0.791 -0.168
C -1.358 -4.485 0.763 -0.717
C -1.103 -5.395 1.780 -0.629
C -0.319 -5.026 2.858 -0.800
C 0.240 -3.759 2.898 -0.498
C -0.001 -2.851 1.872 -0.688
S 1.021 -1.394 1.949 1.790
O 1.892 -1.553 3.070 -0.727
O 0.187 -0.072 2.250 0.968
O 1.567 -1.150 0.649 -0.609
H -2.014 -4.741 -0.058 0.631
H -1.536 -6.385 1.730 0.416
H -0.127 -5.721 3.665 0.424
H 0.888 -3.469 3.712 0.593
S -3.279 1.235 3.258 -0.171
C -2.984 -0.295 3.944 -0.540
C -1.762 -0.782 3.603 -1.158
C -1.075 0.114 2.747 -0.578
C -1.747 1.269 2.467 1.043
C -1.367 2.472 1.696 -0.020
C -1.695 3.721 2.230 -0.950
C -1.394 4.871 1.527 -0.744
C -0.753 4.755 0.305 -0.849
C -0.453 3.488 -0.157 -0.494
N -0.763 2.368 0.503 0.239
H -3.727 -0.764 4.568 0.514
H -1.369 -1.728 3.939 0.463
H -2.163 3.773 3.203 0.550
H -1.645 5.842 1.935 0.439
H -0.482 5.621 -0.282 0.460
H 0.068 3.342 -1.097 0.481
Br -3.723 -5.074 -3.311 -0.195
C -3.384 -3.597 -4.444 0.178
C -4.391 -3.126 -5.268 -0.639
C -4.129 -2.049 -6.101 -0.040
C -2.887 -1.426 -6.094 -0.263
C -1.874 -1.943 -5.283 0.075
C -2.121 -3.022 -4.455 -0.396
N -2.747 -0.361 -7.052 -0.407
N -1.938 0.576 -6.946 -0.637
C -1.270 0.869 -5.718 0.126
C 0.057 1.223 -5.816 -0.413
C 0.886 1.381 -4.697 -1.074
C 0.372 1.174 -3.425 0.840
O 1.072 1.265 -2.322 -0.728
C -1.035 0.913 -3.326 0.556
N -1.513 0.788 -2.044 -0.551
C -2.807 0.718 -1.823 -0.105
C -3.723 0.756 -2.889 -1.042
C -3.273 0.783 -4.176 -0.734
C -1.880 0.833 -4.436 0.169
H -5.363 -3.600 -5.269 0.419
H -4.890 -1.673 -6.774 0.465
H -0.880 -1.517 -5.290 0.422
H -1.341 -3.395 -3.805 0.389
H 0.469 1.322 -6.814 0.410
H 1.931 1.636 -4.809 0.526
H -3.120 0.602 -0.797 0.643
H -4.780 0.722 -2.667 0.447
H -3.976 0.782 -4.997 0.580
C 5.780 1.324 3.092 -1.175
N 4.730 0.659 2.327 0.069
N 3.578 1.431 2.140 0.631
C 3.091 1.244 0.844 0.085
O 2.009 1.680 0.470 -0.374
C 4.084 0.433 0.183 -1.050
C 5.039 0.134 1.085 0.726
C 6.309 -0.622 0.904 -1.739
C 2.758 1.744 3.253 -0.334
C 1.904 2.838 3.171 -0.221
C 1.069 3.128 4.238 -0.564
C 1.090 2.347 5.386 -0.638
C 1.956 1.266 5.462 -0.916
C 2.787 0.956 4.397 0.536
H 5.340 1.749 3.990 0.396
H 6.259 2.120 2.514 0.317
H 6.521 0.585 3.389 0.411
H 3.998 0.088 -0.833 0.609
H 6.277 -1.171 -0.034 0.412
H 6.463 -1.329 1.719 0.363
H 7.166 0.054 0.873 0.325
H 1.891 3.439 2.273 0.398
H 0.400 3.977 4.172 0.460
H 0.438 2.582 6.218 0.428
H 1.976 0.646 6.349 0.391
H 3.428 0.086 4.430 0.440



ΔE to the lowest compared entry with this formula, charge and spin list, top to bottom, in eV: 0.000, 0.778, 0.000, 4.815, 2.594